Computed, not measured: a cluster of 12 separate species, C5H35N2O12 in total, with ωB97M-V/def2-TZVPD.

Atoms and positions in Å:
O: 0.5020 1.9474 -3.7444
O: 1.4596 -3.3045 -1.6695
H: -2.2595 0.1026 -1.2905
H: -0.3685 -1.6343 -1.5052
H: -3.5633 1.9645 0.5478
H: 0.0453 -1.9403 2.3177
H: -0.8361 1.1578 -1.3731
C: 0.2964 -1.8730 1.2430
H: 0.9210 1.7385 -2.9031
C: -1.1929 0.1507 -1.5225
H: 2.9176 -0.2466 -1.9858
H: 1.3823 -0.1468 1.2012
C: 3.7374 -1.9660 0.8608
O: -2.1144 0.9567 1.9621
H: 2.3706 0.7579 -1.0430
H: -3.1814 -1.5667 -1.3755
H: -1.7609 -1.6375 0.3661
H: -0.0581 1.8762 4.1806
H: -4.8465 1.1980 0.2292
H: -0.8330 3.6191 0.5757
H: -3.0410 0.8208 2.2266
H: -0.8117 2.7532 3.2343
H: -1.1259 -2.6770 -3.9098
H: -0.0333 -3.2481 -3.0025
H: 0.4827 2.3310 -0.1811
N: 1.5300 -1.1403 1.0638
C: -0.8219 -1.1131 0.5198
H: 0.3960 -2.9260 0.9721
N: -0.2795 -0.8393 -0.8665
O: 1.4637 2.6364 2.4949
H: 3.8770 -3.0606 0.8032
O: 1.4581 2.3711 -0.3529
O: -0.9070 -2.8246 -2.9839
H: 2.5139 -2.1541 2.6896
O: -4.0023 -1.1368 -1.1311
O: -1.1797 2.8486 0.1081
H: -1.2383 -0.0375 -2.5943
H: -1.7380 1.2351 2.8242
O: 4.2828 -1.2130 0.0996
H: 1.6801 3.3078 -0.4056
H: 1.0880 2.5443 -4.2162
O: -0.9464 2.0156 3.8376
C: 2.7213 -1.4646 1.8671
H: -1.0271 -0.2194 1.1486
H: 1.3895 2.5786 1.5314
H: 3.0758 -0.5385 2.3221
H: -1.5473 2.2758 0.8134
H: 1.9637 -2.4976 -1.6636
H: 1.9835 -4.0911 -1.5160
O: 2.0633 0.1092 -1.7065
H: 2.3747 2.4420 2.7323
H: 0.7290 -0.5488 -0.8966
O: -4.4071 1.7001 0.9230
H: -4.5844 -1.3923 -1.8566

For the HOMO energy, the calculation gives -0.455 hartree. For the gap between HOMO and LUMO, the calculation gives 0.3600 hartree. As for the relative energy (zero: lowest compared OMol25 entry of this formula, charge and spin): 320.2 kJ/mol. As for the net charge: +1. The calculation puts the LUMO energy at -2.58 eV. The spin multiplicity is 1.

Löwdin atomic charge list, values in e, 5 entries: -0.056, -0.023, 0.075, 0.097, 0.009